Entry 1:
The following is a quantum chemistry calculation of a molecular structure, C6H18F6KN3O20P2S6 in a non-equilibrium geometry, from OMol25.

Positions of all 62 atoms, in Å:
K 1.848 -0.958 -1.895
S -1.257 -0.303 -7.132
S -0.230 -2.191 -7.872
S 6.005 -4.372 5.149
S 3.911 -4.310 4.240
S 7.420 2.747 -1.584
S 8.195 0.577 -1.294
P -0.312 4.047 1.784
P -5.204 -2.100 0.148
F 6.173 3.479 -2.262
F 7.836 -0.877 -1.799
F 6.868 -3.068 5.550
F 2.454 -3.654 4.424
F 0.994 -3.133 -7.243
F -0.796 1.053 -6.411
O -3.731 -2.052 0.005
O -0.319 5.628 2.213
O -1.298 -3.103 -7.628
O -2.262 -0.658 -6.179
O 4.135 -4.037 2.866
O -1.635 0.130 -8.491
O -6.007 -0.800 -0.394
O -5.897 -3.353 -0.644
O 3.582 -5.751 4.551
O 7.349 3.190 -0.231
O 9.458 0.750 -1.934
O -5.702 -2.210 1.720
O 6.727 -4.684 3.908
O -1.406 3.418 2.731
O 8.169 0.414 0.168
O 6.184 -5.170 6.355
O 1.007 3.353 1.830
O 8.476 3.336 -2.439
O 0.330 -2.065 -9.219
O -0.867 4.045 0.202
N 0.070 -0.783 -6.887
N 6.969 1.157 -1.848
N 4.625 -3.405 5.183
C -1.001 3.066 4.069
C -5.510 -3.567 -1.931
C -1.953 4.780 -0.260
C -5.159 -3.264 2.509
C 0.610 6.204 3.063
C -7.462 -0.688 -0.195
H -2.794 4.646 0.421
H 0.282 7.177 3.428
H 0.081 3.012 4.189
H -4.297 -2.907 3.072
H -7.854 0.301 0.044
H -5.831 -2.962 -2.779
H -5.883 -3.656 3.225
H -1.337 3.803 4.798
H -4.704 -4.082 1.950
H -5.818 -4.562 -2.253
H -1.403 2.116 4.421
H -1.647 5.819 -0.143
H -7.832 -1.261 0.655
H -2.239 4.518 -1.279
H 1.500 6.317 2.445
H -4.425 -3.655 -1.973
H -7.942 -1.074 -1.095
H 0.759 5.633 3.979

Results
- Maximum force: 12.20 eV Å⁻¹
- Charge: -2
- Energy above the lowest of the compared OMol25 structures with the same formula, charge and spin: 906.9 kJ/mol
- Molecular weight: 859.6 g mol⁻¹
- Kohn-Sham gap: 6.998 eV
- DFT total energy: -6179.50496 Ha
- E_LUMO: 1.6974 eV

So, what does the natural (NBO) scheme give us? The charges, in e, come out as:
1. K 1.00
2. S 2.42
3. S 2.30
4. S 2.32
5. S 2.39
6. S 2.37
7. S 2.44
8. P 2.54
9. P 2.54
10. F -0.51
11. F -0.53
12. F -0.53
13. F -0.54
14. F -0.54
15. F -0.55
16. O -1.08
17. O -0.83
18. O -0.87
19. O -0.94
20. O -0.95
21. O -0.90
22. O -0.81
23. O -0.80
24. O -0.93
25. O -0.90
26. O -0.92
27. O -0.80
28. O -0.85
29. O -0.82
30. O -0.93
31. O -0.89
32. O -1.08
33. O -0.90
34. O -0.88
35. O -0.78
36. N -1.03
37. N -1.12
38. N -1.03
39. C -0.26
40. C -0.28
41. C -0.24
42. C -0.26
43. C -0.24
44. C -0.26
45. H 0.17
46. H 0.18
47. H 0.21
48. H 0.19
49. H 0.20
50. H 0.19
51. H 0.19
52. H 0.18
53. H 0.19
54. H 0.19
55. H 0.20
56. H 0.18
57. H 0.19
58. H 0.20
59. H 0.20
60. H 0.20
61. H 0.19
62. H 0.18


Entry 2:
The following is a quantum chemistry calculation of a single C3HFO3 molecule in a non-equilibrium geometry, from OMol25.

Positions of all 8 atoms, in Å:
F -1.807 -0.609 0.371
O 0.842 -1.992 -0.370
O 1.402 0.276 -0.099
O 0.254 1.969 1.143
C 0.360 1.010 0.515
C 0.579 -0.880 -0.361
C -0.702 -0.082 -0.133
H -0.928 0.309 -1.067

Results
- Maximum force: 5.29 eV Å⁻¹
- Energy above the lowest of the compared OMol25 structures with the same formula, charge and spin: 65.7 kJ/mol
- Molecular weight: 104.0 g mol⁻¹
- Kohn-Sham gap: 11.601 eV
- DFT total energy: -440.46011 Ha
- SMILES: O=C1OC(=O)C1F
- E_LUMO: 0.4575 eV

So, what does the natural (NBO) scheme give us? The charges, in e, come out as:
1. F -0.29
2. O -0.45
3. O -0.51
4. O -0.47
5. C 0.79
6. C 0.75
7. C 0.00
8. H 0.19


Entry 3:
The following is a quantum chemistry calculation of a single C5H11NO molecule in a non-equilibrium geometry, from OMol25.

Positions of all 18 atoms, in Å:
O 1.517 -1.265 2.599
N -0.034 -0.796 0.742
C -0.379 0.430 -0.314
C 1.228 -0.542 1.481
C -2.435 0.840 -1.720
C -1.581 1.323 -0.521
C 2.481 -0.779 0.477
H -0.217 -0.297 -1.090
H -0.862 -0.964 1.347
H 2.605 -1.831 0.230
H -2.059 0.845 -2.690
H -3.506 0.962 -1.771
H -2.203 -0.127 -1.264
H 0.573 0.914 -0.227
H -2.298 1.484 0.322
H 3.358 -0.556 1.150
H 1.318 0.569 1.735
H 2.493 -0.210 -0.485

Results
- Maximum force: 3.46 eV Å⁻¹
- Energy above the lowest of the compared OMol25 structures with the same formula, charge and spin: 885.8 kJ/mol
- Molecular weight: 101.1 g mol⁻¹
- Kohn-Sham gap: 3.729 eV
- DFT total energy: -326.79396 Ha
- E_LUMO: -3.2331 eV

So, what does the natural (NBO) scheme give us? The charges, in e, come out as:
1. O -0.70
2. N -0.50
3. C -0.41
4. C 0.22
5. C -0.65
6. C 0.05
7. C -0.63
8. H 0.24
9. H 0.38
10. H 0.22
11. H 0.24
12. H 0.23
13. H 0.27
14. H 0.27
15. H 0.21
16. H 0.24
17. H 0.15
18. H 0.18


Entry 4:
The following is a quantum chemistry calculation of 2 unconnected molecules or ions with the total composition C4H6O2 in a non-equilibrium geometry, from OMol25.

Positions of all 12 atoms, in Å:
O 0.369 1.201 -1.123
O 2.327 -1.529 -0.763
C 1.471 -0.774 -0.662
C -0.871 -0.983 -0.393
C 0.359 -0.024 -0.510
C -0.296 -0.366 0.791
H 0.237 -1.028 1.475
H 0.102 1.785 -0.402
H -1.674 -0.480 -0.925
H -0.521 2.604 1.637
H -0.713 1.868 1.567
H -0.803 -2.048 -0.619

Results
- Maximum force: 1.72 eV Å⁻¹
- Energy above the lowest of the compared OMol25 structures with the same formula, charge and spin: 554.2 kJ/mol
- Molecular weight: 86.1 g mol⁻¹
- Kohn-Sham gap: 7.991 eV
- DFT total energy: -306.29523 Ha
- E_LUMO: 0.1246 eV

So, what does the natural (NBO) scheme give us? The charges, in e, come out as:
1. O -0.67
2. O -0.38
3. C 0.80
4. C -0.36
5. C 0.00
6. C -0.46
7. H 0.20
8. H 0.50
9. H 0.22
10. H -0.05
11. H 0.03
12. H 0.20


Entry 5:
The following is a quantum chemistry calculation of 10 unconnected molecules or ions with the total composition C37H103N9O10 in a non-equilibrium geometry, from OMol25.

Positions of all 159 atoms, in Å:
O -0.135 -0.184 4.345
O -4.448 5.623 -0.481
O 0.859 -2.536 -5.837
O -3.620 -2.037 -2.135
O 0.056 -6.451 -4.125
O -0.017 0.367 -1.215
O 4.273 -5.421 1.051
O 0.686 3.856 5.143
O -1.462 5.876 -0.888
O 2.650 2.844 0.514
N -4.876 -3.425 0.029
N 2.327 -6.058 -2.478
N -1.790 -1.594 2.362
N 2.290 0.252 1.805
N -2.558 3.014 -0.930
N 3.728 -2.436 3.093
N -2.658 5.256 4.823
N -1.888 5.117 -3.765
N 3.153 -0.850 -6.474
C 0.127 -1.072 -1.290
C 1.587 -3.577 -5.195
C -3.459 -3.448 -0.203
C -1.141 2.147 0.831
C 1.066 -1.266 -5.241
C -1.178 6.477 0.377
C -1.693 4.251 6.829
C 0.860 -6.346 -0.549
C 1.704 3.849 0.154
C 2.722 2.704 1.940
C 0.564 5.613 -4.026
C 3.270 1.262 2.268
C -1.438 4.999 5.573
C -1.358 0.958 -1.328
C 5.189 -6.081 0.208
C -0.506 4.208 4.655
C -5.146 4.972 -1.514
C -2.260 -0.522 3.272
C 1.082 -6.612 -2.023
C 0.565 0.291 5.478
C 2.784 0.432 -4.424
C -3.093 -3.252 -1.765
C 1.976 -3.754 1.932
C -2.844 -4.673 0.402
C -1.502 -0.609 4.605
C -0.987 -6.257 -5.062
C 1.717 4.869 5.088
C 2.517 -0.882 -5.151
C 3.441 -3.673 2.389
C 4.706 1.093 1.657
C 4.523 -4.065 1.382
C -3.497 -1.820 -3.549
C -0.559 5.128 -3.072
C -1.294 2.294 -0.682
C -0.096 -6.060 -2.848
C -3.777 -0.620 3.582
C -0.564 6.188 -1.993
H 2.127 0.565 -3.612
H -0.424 4.820 3.766
H -0.158 -1.364 -2.285
H -2.468 3.898 -0.519
H 2.674 -3.414 -5.187
H -0.002 -6.983 -0.232
H -1.904 0.050 5.376
H -1.841 5.103 -4.779
H 1.601 0.542 5.205
H -1.961 -6.381 -4.614
H 1.412 -4.545 -5.648
H -0.981 3.271 4.226
H 0.596 4.911 -4.876
H -1.392 7.533 0.354
H -2.711 -2.410 -3.988
H -4.507 -1.976 -3.982
H 4.725 1.323 0.627
H 1.625 3.832 -0.917
H -0.126 6.345 0.652
H -3.346 2.575 -0.472
H 0.139 1.161 5.917
H 2.996 -1.561 -4.513
H -1.451 -1.641 4.974
H -5.424 5.642 -2.307
H 5.055 0.072 1.838
H -2.065 0.388 -0.741
H -2.197 4.895 7.552
H 0.543 -1.141 -4.308
H 2.035 0.490 0.841
H 4.549 -3.436 0.465
H -1.801 -4.506 0.580
H -0.769 -1.752 2.423
H 2.798 -1.442 -7.211
H -2.524 4.378 -3.466
H 5.340 1.744 2.245
H 0.438 6.340 -1.613
H -1.683 0.955 -2.383
H -0.955 -5.284 -5.566
H -3.657 5.991 -0.870
H 0.499 -0.670 -5.922
H 1.751 -6.577 0.073
H -4.340 -0.542 2.659
H 4.133 -1.041 -6.516
H -3.626 -3.989 -2.377
H 1.692 2.761 2.329
H 3.225 -1.605 2.782
H 4.924 -7.122 0.345
H 1.053 -7.713 -2.203
H 1.655 5.633 5.870
H -1.058 -6.405 -2.422
H -4.010 -1.634 3.934
H -0.887 -7.038 -5.799
H -6.050 4.547 -1.044
H -1.885 1.438 1.184
H 2.572 1.305 -5.157
H -5.350 -2.514 -0.213
H -2.271 3.328 6.714
H 1.728 5.345 4.101
H 2.388 -6.019 -3.557
H -0.881 5.845 5.992
H 2.321 -5.089 -2.218
H 0.498 6.655 -4.352
H 3.516 -4.462 3.162
H -1.710 5.914 1.173
H -3.269 -4.822 1.398
H -2.137 -2.438 2.694
H 6.226 -5.923 0.590
H -2.042 -3.434 -2.023
H -4.508 4.089 -1.904
H -0.817 7.190 -2.374
H -0.471 2.846 -1.138
H -4.016 0.173 4.296
H -5.340 -4.171 -0.512
H 1.987 4.831 0.545
H -1.123 3.131 1.408
H 1.298 -4.077 2.705
H 5.065 -5.768 -0.838
H 1.317 -3.692 -4.134
H 5.539 -3.891 1.780
H -3.340 5.821 5.404
H 3.657 -2.480 4.071
H -3.313 -0.785 -3.703
H -0.170 1.595 0.981
H 1.162 -1.375 -1.207
H 3.795 0.552 -4.093
H 1.752 -2.741 1.566
H -3.050 -5.566 -0.249
H -2.939 -2.619 0.217
H 2.583 4.270 5.083
H -2.525 5.684 3.891
H 1.564 0.274 2.531
H -0.136 -4.985 -2.716
H -0.482 -1.607 -0.533
H 3.349 3.520 2.363
H 0.731 3.602 0.612
H 0.492 -5.371 -0.302
H -0.766 3.997 7.356
H 3.354 1.136 3.325
H 1.537 5.510 -3.497
H -2.012 0.481 2.879
H 1.937 -4.347 1.007
H 0.649 -0.505 6.176
H -0.306 4.200 -2.692

Results
- Maximum force: 3.94 eV Å⁻¹
- Energy above the lowest of the compared OMol25 structures with the same formula, charge and spin: 256.6 kJ/mol
- Molecular weight: 834.3 g mol⁻¹
- Kohn-Sham gap: 9.166 eV
- DFT total energy: -2716.42988 Ha
- SMILES: COC[C@H](C)N.COC[C@H](C)N.COC[C@H](C)N.COC[C@H](C)N.COC[C@H](C)N.COC[C@H](C)N.COC[C@H](C)N.COC[C@H](C)N.COC[C@H](C)N.CO
- E_LUMO: 0.5394 eV

Here are the Mulliken charges for atoms 1 to 99, given in e:
1. O 0.08
2. O -0.51
3. O -0.46
4. O -0.29
5. O -0.40
6. O -0.13
7. O -0.25
8. O -0.22
9. O 0.04
10. O -0.42
11. N -0.65
12. N -0.59
13. N 0.14
14. N 0.03
15. N -0.35
16. N -0.54
17. N -0.60
18. N -0.61
19. N -0.68
20. C -0.41
21. C -0.87
22. C 1.42
23. C -1.68
24. C 0.01
25. C -0.85
26. C -1.54
27. C -0.98
28. C -0.56
29. C 0.03
30. C -1.61
31. C -0.19
32. C 0.77
33. C -1.29
34. C -0.79
35. C -0.18
36. C -0.42
37. C 1.61
38. C 0.33
39. C -0.71
40. C -1.17
41. C -0.46
42. C 0.11
43. C -1.21
44. C -1.12
45. C -0.74
46. C -0.87
47. C 0.81
48. C 0.45
49. C -1.63
50. C -0.89
51. C -0.83
52. C 1.64
53. C 2.50
54. C 0.16
55. C -1.71
56. C -1.27
57. H 0.04
58. H 0.11
59. H -0.13
60. H -0.04
61. H 0.34
62. H 0.45
63. H 0.50
64. H 0.25
65. H 0.06
66. H 0.35
67. H 0.43
68. H 0.10
69. H 0.45
70. H 0.42
71. H 0.40
72. H 0.27
73. H 0.29
74. H 0.25
75. H 0.27
76. H 0.34
77. H 0.22
78. H 0.16
79. H 0.21
80. H 0.28
81. H 0.36
82. H 0.17
83. H 0.45
84. H -0.40
85. H -0.01
86. H 0.26
87. H 0.02
88. H -0.19
89. H 0.25
90. H 0.22
91. H 0.44
92. H 0.47
93. H 0.29
94. H 0.22
95. H 0.28
96. H 0.46
97. H 0.31
98. H 0.40
99. H 0.19


Entry 6:
The following is a quantum chemistry calculation of 3 unconnected molecules or ions with the total composition C5H11N in a non-equilibrium geometry, from OMol25.

Positions of all 17 atoms, in Å:
N -0.148 0.791 0.590
C -0.526 -1.568 -0.215
C -2.281 0.842 -0.398
C 1.857 0.062 0.783
C -0.238 -0.109 -0.368
C 2.750 0.795 0.144
H 3.822 0.728 0.339
H 2.449 1.525 -0.605
H 0.126 0.203 -1.344
H -2.936 0.095 0.039
H -0.504 0.423 1.474
H -2.378 1.818 0.061
H -0.855 -1.810 0.796
H -1.307 -1.862 -0.921
H 0.374 -2.141 -0.449
H 2.090 -0.668 1.557
H -2.295 0.876 -1.484

Results
- Maximum force: 3.39 eV Å⁻¹
- Energy above the lowest of the compared OMol25 structures with the same formula, charge and spin: 661.2 kJ/mol
- Molecular weight: 85.1 g mol⁻¹
- Kohn-Sham gap (spin up / spin down): 8.200 / 7.890 eV
- DFT total energy: -251.61071 Ha
- E_LUMO (spin up / spin down): 1.0449 / 0.9116 eV

So, what does the natural (NBO) scheme give us? The charges, in e, come out as:
1. N -0.53
2. C -0.69
3. C -0.68
4. C -0.20
5. C 0.20
6. C -0.47
7. H 0.20
8. H 0.20
9. H 0.19
10. H 0.18
11. H 0.35
12. H 0.20
13. H 0.22
14. H 0.24
15. H 0.23
16. H 0.17
17. H 0.19